No. 1
C15H21BrCl2O6PSm as an isolated structure, computed with ωB97M-V/def2-TZVPD.

XYZ file:
```
47
Properties=species:S:1:pos:R:3:lowdin_spin:R:1
Sm 0.102 -1.059 2.492 5.06
Cl 2.333 -6.792 -2.030 0.00
C 1.588 -5.712 -0.893 0.00
C 0.233 -5.832 -0.593 0.00
C -0.368 -5.083 0.398 0.00
Cl -2.065 -5.308 0.736 0.00
C 0.331 -4.028 1.074 0.00
O -0.184 -3.275 1.969 -0.01
C 1.707 -3.931 0.697 0.00
C 2.532 -2.966 1.336 0.00
O 2.158 -2.017 2.025 -0.01
C 2.320 -4.771 -0.231 0.00
H -0.343 -6.574 -1.128 0.00
H 3.601 -3.104 1.158 0.00
H 3.393 -4.650 -0.375 0.00
Br 0.253 -0.310 5.179 -0.02
C -0.426 -0.257 -2.687 0.00
C -1.465 0.418 -1.773 0.00
C -2.467 1.223 -2.606 0.00
C -2.188 -0.559 -0.867 0.00
O -0.786 1.365 -0.917 0.00
P -0.044 1.122 0.492 0.00
O 0.936 -0.033 0.504 -0.01
O -1.008 0.866 1.654 -0.01
O 0.738 2.499 0.616 0.00
C 0.431 3.930 0.853 0.00
C -0.931 4.111 1.496 0.00
C 1.531 4.378 1.806 0.00
C 0.504 4.764 -0.409 0.00
H -0.875 -1.126 -3.156 0.00
H 0.419 -0.606 -2.117 0.00
H -0.082 0.458 -3.414 0.00
H -2.976 0.485 -3.228 0.00
H -1.921 1.939 -3.230 0.00
H -3.198 1.711 -1.962 0.00
H -2.828 -1.240 -1.445 0.00
H -2.765 -0.010 -0.124 0.00
H -1.453 -1.197 -0.363 0.00
H -1.026 3.509 2.377 0.00
H -1.740 3.908 0.789 0.00
H -0.938 5.157 1.816 0.00
H 1.471 3.896 2.784 0.00
H 1.426 5.464 1.979 0.00
H 2.521 4.233 1.389 0.00
H -0.256 4.486 -1.133 0.00
H 1.468 4.728 -0.884 0.00
H 0.336 5.791 -0.052 0.00
```

Results
Kohn-Sham gap (spin up / spin down) = 7.79 / 7.95 eV
highest occupied orbital energy (spin up / spin down) = -8.788 / -8.789 eV
energy above the lowest of the compared OMol25 structures with the same formula, charge and spin = 0.000 eV
expectation value of S² = 8.759
spin multiplicity = 6

No. 2
C21H23N5O2ReSSeSi as an isolated structure, computed with ωB97M-V/def2-TZVPD.

XYZ file:
```
55
Properties=species:S:1:pos:R:3:lowdin_spin:R:1
Re 0.200 1.105 -0.167 1.07
C -0.933 4.145 -2.331 0.00
C -0.156 2.979 -2.849 -0.01
C 0.503 2.998 -4.061 0.01
C 1.210 1.872 -4.494 0.00
C 1.262 0.725 -3.727 0.00
C 0.530 0.744 -2.548 0.03
N -0.162 1.831 -2.128 0.03
N 0.482 -0.205 -1.520 -0.02
Si 0.380 -2.000 -1.927 0.01
C -0.476 -2.831 -0.501 0.00
C -0.663 -2.075 -3.473 0.00
C 2.138 -2.587 -2.148 0.00
H -1.777 4.359 -2.988 0.00
H -0.311 5.040 -2.300 0.00
H -1.326 3.943 -1.336 0.00
H 0.467 3.887 -4.676 0.00
H 1.733 1.910 -5.440 0.00
H 1.841 -0.137 -4.018 0.00
H -1.313 -2.253 -0.103 0.00
H 0.198 -3.076 0.318 0.00
H -0.893 -3.772 -0.872 0.00
H -1.648 -1.626 -3.328 0.00
H -0.825 -3.129 -3.716 0.00
H -0.209 -1.616 -4.351 0.00
H 2.779 -2.242 -1.335 0.00
H 2.585 -2.262 -3.089 0.00
H 2.167 -3.679 -2.144 0.00
O 1.180 -5.300 5.073 0.00
C 0.284 -4.746 4.250 0.00
O -0.781 -5.249 4.047 -0.01
C 0.654 -3.439 3.588 -0.02
C -0.403 -2.647 3.149 0.00
C -0.155 -1.470 2.471 -0.01
C 1.160 -1.076 2.234 -0.01
S 1.542 0.464 1.474 -0.14
C 2.221 -1.848 2.693 -0.02
C 1.964 -3.038 3.358 0.00
H 1.928 -4.716 5.258 0.00
H -1.413 -2.989 3.334 0.00
H -0.981 -0.853 2.135 0.01
H 3.240 -1.525 2.523 0.00
H 2.800 -3.651 3.672 0.00
Se 1.082 4.882 1.428 0.00
N -0.410 5.215 2.305 0.00
C -1.247 4.210 2.116 0.00
C -2.577 4.013 2.597 0.01
C -3.225 2.867 2.223 0.00
C -2.606 1.888 1.396 0.01
N -1.377 2.043 0.942 0.01
C -0.730 3.190 1.287 0.01
N 0.478 3.318 0.788 0.01
H -3.046 4.753 3.233 0.00
H -4.235 2.672 2.556 0.00
H -3.134 0.983 1.124 0.00
```

Results
Kohn-Sham gap (spin up / spin down) = 5.98 / 6.09 eV
charge = +2
highest occupied orbital energy (spin up / spin down) = -14.615 / -14.380 eV
energy above the lowest of the compared OMol25 structures with the same formula, charge and spin = 0.977 eV
expectation value of S² = 1.090
spin multiplicity = 2

No. 3
A 14-piece molecular cluster, C5H41N3O13 overall, computed with ωB97M-V/def2-TZVPD.

XYZ file:
```
62
Properties=species:S:1:pos:R:3:nbo_charge:R:1
C -3.295 -0.537 -0.240 -0.65
C -2.002 -0.780 0.497 -0.08
C -1.559 0.302 1.511 -0.39
C -1.295 1.699 0.885 -0.26
N 0.157 1.973 0.766 -0.88
N -0.817 -0.903 -0.407 -0.71
C -0.799 -2.054 -1.337 -0.04
N 0.287 -1.813 -2.259 -0.89
H -3.392 -0.816 -1.294 0.23
H -4.124 -1.025 0.274 0.21
H -3.578 0.519 -0.377 0.22
H -1.932 -1.713 1.080 0.23
H -0.721 -0.174 2.024 0.19
H -2.378 0.458 2.221 0.21
H -1.687 2.408 1.617 0.19
H -1.809 1.695 -0.084 0.22
H 0.516 1.399 0.011 0.38
H 0.245 2.951 0.528 0.38
H -0.581 -0.075 -0.951 0.39
H -1.752 -2.218 -1.844 0.17
H -0.592 -2.986 -0.796 0.16
H 0.053 -1.300 -3.095 0.33
H 1.064 -1.283 -1.879 0.38
H 1.492 0.652 -2.075 0.50
H 1.689 1.993 -1.490 0.50
O 1.004 1.493 -1.964 -0.98
H -1.943 -4.190 1.302 0.48
H -1.115 -2.995 1.786 0.47
O -1.980 -3.413 1.893 -0.92
H -4.421 3.279 -1.139 0.46
H -3.301 3.549 -2.135 0.49
O -4.251 3.639 -2.006 -0.95
H 3.553 0.763 0.493 0.51
H 4.504 1.505 -0.447 0.48
O 3.604 1.193 -0.412 -1.03
H 3.657 -3.477 0.481 0.47
H 2.350 -2.655 0.197 0.50
O 3.045 -3.214 -0.210 -0.99
H -2.883 0.184 -4.813 0.50
H -1.780 -0.944 -4.343 0.50
O -2.323 -0.183 -4.136 -0.96
H 0.410 -1.253 0.805 0.51
H 1.014 -1.428 2.107 0.48
O 1.295 -1.506 1.182 -1.03
H 3.079 -0.750 1.465 0.50
H 3.217 0.254 2.549 0.51
O 3.759 -0.148 1.844 -0.97
H 2.979 3.033 0.480 0.48
H 3.236 4.484 0.059 0.47
O 2.711 3.929 0.646 -0.96
H 0.795 1.151 2.252 0.51
H 1.549 1.631 3.459 0.48
O 1.502 0.845 2.874 -1.03
H 2.729 -1.754 -1.963 0.53
H 3.065 -0.336 -1.377 0.52
O 2.392 -0.859 -1.870 -0.99
H -1.799 0.992 -3.081 0.49
H -0.758 1.557 -2.158 0.49
O -1.733 1.576 -2.291 -1.02
H -0.651 -1.663 5.665 0.48
H 0.384 -0.921 4.652 0.49
O -0.081 -1.744 4.870 -0.97
```

Results
Kohn-Sham gap = 9.18 eV
highest occupied orbital energy = -8.972 eV
energy above the lowest of the compared OMol25 structures with the same formula, charge and spin = 3.519 eV

No. 4
C46H43BrCl3F3N4O6SSi2Ti as an isolated structure, computed with ωB97M-V/def2-TZVPD.

XYZ file:
```
110
Properties=species:S:1:pos:R:3:lowdin_spin:R:1
Ti -1.337 0.408 1.466 0.94
C -3.884 -2.118 -1.058 0.00
O -2.538 -1.702 -1.314 0.00
C -2.044 -1.824 -2.550 0.00
C -2.653 -2.463 -3.608 0.00
C -1.973 -2.538 -4.822 0.00
Br -2.828 -3.419 -6.278 0.00
C -0.718 -2.004 -5.003 0.00
C -0.104 -1.361 -3.927 0.00
C -0.763 -1.260 -2.719 0.00
O -0.135 -0.725 -1.666 0.00
C 1.269 -0.797 -4.109 0.00
N 2.039 -1.050 -5.133 0.00
C 3.199 -0.322 -4.887 0.00
C 4.381 -0.233 -5.623 0.00
C 5.394 0.567 -5.131 0.00
C 5.244 1.286 -3.927 0.00
C 4.085 1.208 -3.183 0.00
C 3.080 0.379 -3.683 0.00
N 1.837 0.049 -3.211 0.00
H -4.554 -1.708 -1.817 0.00
H -4.148 -1.702 -0.090 0.00
H -3.944 -3.209 -1.048 0.00
H -3.621 -2.929 -3.496 0.00
H -0.191 -2.070 -5.945 0.00
H -0.549 0.042 -1.152 0.00
H 4.491 -0.785 -6.549 0.00
H 6.326 0.645 -5.678 0.00
H 6.053 1.915 -3.578 0.00
H 3.961 1.766 -2.261 0.00
H 1.386 0.330 -2.352 0.00
C -0.376 2.443 -3.072 0.00
Si -1.344 2.505 -1.446 0.00
C -1.678 4.308 -1.026 0.00
C -3.012 1.792 -1.895 0.00
N -0.445 1.603 -0.228 0.00
C 0.870 2.089 -0.030 0.00
C 1.334 3.318 -0.555 0.00
C 2.622 3.796 -0.381 0.00
C 3.543 3.068 0.354 0.00
C 3.132 1.868 0.907 0.00
C 1.846 1.389 0.704 0.00
O 1.432 0.212 1.322 0.01
C 2.404 -0.730 1.603 0.00
C 3.196 -1.251 0.584 0.00
C 4.134 -2.226 0.880 0.00
C 4.280 -2.681 2.190 0.00
C 3.473 -2.154 3.189 0.00
C 2.525 -1.174 2.903 0.00
H -0.610 3.313 -3.700 0.00
H -0.652 1.549 -3.643 0.00
H 0.708 2.427 -2.923 0.00
H -2.744 4.454 -0.830 0.00
H -1.388 4.956 -1.864 0.00
H -1.145 4.645 -0.133 0.00
H -3.693 2.631 -2.073 0.00
H -3.467 1.188 -1.110 0.00
H -2.959 1.199 -2.815 0.00
H 0.650 3.940 -1.112 0.00
H 2.893 4.752 -0.815 0.00
H 4.550 3.431 0.521 0.00
H 3.810 1.299 1.529 0.00
H 3.077 -0.887 -0.429 0.00
H 4.750 -2.631 0.084 0.00
H 5.012 -3.446 2.423 0.00
H 3.569 -2.503 4.213 0.00
H 1.885 -0.746 3.676 0.00
C 2.390 -5.868 5.178 0.00
C 1.799 -5.076 4.039 0.00
C 0.904 -4.039 4.283 0.00
C 0.359 -3.294 3.247 0.00
C 0.726 -3.608 1.952 0.00
C 1.641 -4.611 1.674 0.00
C 2.167 -5.351 2.724 0.00
S 0.009 -2.738 0.575 0.00
C -1.382 -3.821 0.273 0.00
O -0.636 -1.521 1.181 0.00
H 1.812 -5.733 6.092 0.00
H 3.415 -5.549 5.384 0.00
H 2.420 -6.934 4.943 0.00
H 0.631 -3.792 5.303 0.00
H -0.311 -2.465 3.443 0.00
H 1.945 -4.810 0.649 0.00
H 2.884 -6.140 2.520 0.00
H -1.947 -3.871 1.203 0.00
H -0.997 -4.796 -0.031 0.00
H -1.987 -3.366 -0.513 0.00
O -1.020 3.196 2.438 0.10
C -2.233 3.096 1.950 0.22
N -2.718 1.898 1.484 0.01
C -4.067 2.052 1.137 0.10
O -4.789 1.158 0.667 0.17
C -4.396 3.453 1.382 0.12
C -5.572 4.177 1.179 0.00
C -5.590 5.520 1.504 0.09
C -4.434 6.151 2.042 0.03
C -3.268 5.449 2.247 0.04
C -3.243 4.087 1.904 0.10
H -6.450 3.685 0.773 0.00
H -6.493 6.102 1.352 0.01
H -4.477 7.207 2.291 0.00
H -2.385 5.924 2.659 0.00
F -3.910 -0.261 3.062 0.00
C -2.865 -0.814 2.417 0.01
F -2.264 -1.561 3.435 0.01
F -3.470 -1.842 1.645 0.00
Cl 0.087 -0.142 5.117 -0.01
Si -0.565 1.716 3.531 0.02
Cl 1.300 2.645 3.973 0.00
Cl -1.961 2.370 5.023 0.01
```

Results
Kohn-Sham gap (spin up / spin down) = 4.01 / 5.88 eV
charge = -2
highest occupied orbital energy (spin up / spin down) = -0.605 / -2.467 eV
expectation value of S² = 2.024
spin multiplicity = 3